76
Properties=species:S:1:pos:R:3:forces:R:3:mulliken_charge:R:1 method="wB97M-V/def2-TZVPD" e_lumo_ev=0.1 total_energy_ha=-5751.101013 e_above_lowest_ev=52.8664
C -3.42088 -6.31241 0.93828 0.28 1.12 0.56 -0.68
O -2.35007 -5.42470 0.43166 -0.83 -1.39 -0.09 -0.34
C -2.45532 -4.10056 0.46180 0.04 1.37 1.43 0.53
O -3.42912 -3.44266 0.82812 1.78 -1.00 -1.07 -0.58
O -1.19366 -3.63510 0.16339 -1.57 -2.04 -0.01 -0.37
C -0.89167 -2.24963 0.05971 -5.27 -10.07 -0.96 0.02
H -2.97821 -7.28306 1.16183 0.26 0.23 -0.46 0.26
H -4.28624 -6.41464 0.28346 0.39 0.20 -0.37 0.29
H -3.79229 -5.92629 1.88753 0.06 0.24 -0.05 0.32
H -1.12227 -1.89899 -0.94626 -0.72 -2.51 0.70 -0.10
H 0.17445 -2.14910 0.26315 -6.25 -6.89 3.34 -1.16
H -1.38997 -1.60503 0.78379 -0.10 -7.20 -1.44 -0.22
C 1.10773 4.53893 1.81499 1.66 1.59 1.22 -0.88
O 0.98748 3.92692 0.56066 -0.12 0.33 -1.10 -0.31
C 1.61809 2.78941 0.30826 1.57 -0.18 2.57 0.59
O 2.16849 2.11380 1.15963 -4.62 7.05 1.17 -0.56
O 1.48011 2.52138 -0.96766 1.54 2.65 -1.87 -0.24
C 1.90709 1.31355 -1.52051 -0.29 -0.89 -0.14 0.26
H 0.85504 5.57701 1.59902 -0.23 -0.03 0.32 0.36
H 2.14371 4.54431 2.15386 0.28 -0.07 -0.31 0.34
H 0.55249 4.15035 2.66869 0.12 0.22 -1.07 0.42
H 2.97631 1.10233 -1.53653 -0.21 0.80 -0.21 0.62
H 1.50589 1.16873 -2.52359 -0.05 0.71 0.26 0.36
H 1.43162 0.63472 -0.81255 1.01 -0.24 -1.59 -0.53
C 0.73022 -0.30493 -5.19422 2.20 -0.43 -0.59 -0.55
O -0.52818 0.10089 -4.78116 -2.88 0.86 1.13 -0.44
C -0.91578 0.16313 -3.48836 0.44 1.10 -1.28 0.60
O -0.17477 -0.21576 -2.57941 -1.19 5.74 -6.77 0.27
O -2.11962 0.76032 -3.35019 2.52 -2.11 -1.73 -0.40
C -2.56242 1.22333 -2.08128 -0.59 -3.22 -1.90 -0.35
H 1.51815 -0.11852 -4.46448 -0.28 0.00 0.20 0.15
H 1.03036 0.24278 -6.08754 -0.51 0.35 0.05 0.33
H 0.78840 -1.35557 -5.47861 -0.43 0.14 0.25 0.29
H -3.45271 1.80983 -2.30825 0.44 -1.99 -1.99 0.32
H -1.89667 1.89048 -1.53375 1.28 -2.58 -2.17 0.13
H -2.94593 0.43221 -1.43696 0.34 -0.41 0.09 0.28
C -0.46366 1.75356 2.66988 -1.26 1.79 0.50 0.62
C -1.75921 1.00996 2.92176 1.62 2.06 1.27 0.69
O -2.68830 2.03447 2.70021 -1.34 -2.13 0.38 -0.39
C -2.09433 3.18878 2.87284 -1.46 3.81 -0.23 0.11
O -2.69533 4.24339 2.80375 0.69 -1.01 0.45 -0.61
O -0.78920 3.07590 2.96830 -1.53 0.57 0.30 -0.51
F -1.67449 0.62275 4.21057 -1.35 0.03 1.59 -0.38
H -0.19430 1.68221 1.61610 0.85 -0.23 3.52 -0.50
H 0.37456 1.36031 3.24507 -5.29 6.38 0.55 -0.12
H -1.81976 0.15834 2.24413 -2.52 2.87 4.59 0.33
C 4.02889 -1.37844 0.87639 0.75 -0.11 -0.60 -0.61
C 2.70283 -0.79495 0.46775 10.22 0.30 0.48 0.47
O 2.94096 0.61792 0.43741 2.48 -7.80 -0.74 0.44
C 4.06671 0.85384 1.12793 3.47 4.56 0.20 0.52
O 4.56971 1.99761 1.30068 -1.79 -4.80 -0.53 -0.62
O 4.69104 -0.27576 1.44503 0.70 0.22 1.38 -0.36
F 1.90266 -1.19452 1.44753 14.72 0.85 0.85 -0.97
H 4.66973 -1.69899 0.05499 -0.29 -0.23 -0.24 0.22
H 3.84869 -2.21015 1.55749 0.45 0.19 0.24 0.42
H 2.29898 -1.20927 -0.45601 6.15 0.65 -0.16 -0.78
C -0.47553 -0.27437 -0.57084 -2.18 -1.39 1.58 -2.04
Cl 0.93452 -1.29891 -0.23175 -3.85 10.58 -10.66 0.15
Cl -1.44469 -0.30107 0.93480 -0.72 11.07 -8.23 0.65
H -0.09326 0.72815 -0.76300 0.19 -2.60 -0.50 0.39
H -0.97170 -0.73239 -1.42649 -1.03 1.80 2.63 2.51
C 0.88469 -2.20939 -2.51478 2.12 -3.77 0.02 1.47
Cl 2.50059 -1.36824 -2.46796 0.15 -0.60 -1.38 -0.13
Cl 0.85881 -3.24020 -3.93900 -0.38 -0.45 0.00 -0.23
H 0.92451 -2.81616 -1.61016 0.06 -0.94 -1.28 0.49
H 0.08323 -1.47502 -2.43438 1.25 -2.42 -0.86 -1.10
C 0.56040 -1.26826 2.56349 -5.57 -1.28 3.77 0.63
Cl -1.16747 -1.56577 2.79650 0.64 -5.53 7.11 -0.40
Cl 1.16045 0.28891 3.17825 7.81 -10.32 1.60 -0.32
H 1.11769 -2.11386 2.96658 -0.51 0.19 0.41 0.75
H 0.69624 -1.23912 1.48239 -6.03 0.15 3.31 0.04
C -1.68640 3.41016 -0.13904 0.23 2.25 0.91 -0.12
Cl -0.67923 1.97731 0.11584 -4.67 6.48 -3.69 0.03
Cl -3.11047 3.02883 -1.10517 -2.64 8.14 6.10 -0.43
H -1.86038 3.80990 0.85998 -0.81 -0.17 -0.45 0.13
H -1.21814 4.25543 -0.64339 0.58 -0.60 -0.28 0.55